[1]
Computed, not measured: a cluster of 2 separate species, C15H24BBr2O3 in total in a non-equilibrium geometry, with wB97M-V/def2-TZVPD.

The geometry in XYZ format:
```
45
Properties=species:S:1:pos:R:3:mulliken_charge:R:1
C -0.405 -0.565 3.978 -1.83
C -0.302 0.457 2.799 1.33
C 0.970 1.340 3.009 -1.46
B 2.052 1.175 1.748 0.50
C 2.906 -0.233 1.885 -0.66
C 3.282 -0.899 0.556 -0.42
O 4.151 -0.027 -0.250 -0.30
C 3.617 0.293 -1.449 0.15
O 3.265 1.423 -1.692 -0.47
O -1.533 1.197 2.835 -0.44
C -1.955 1.718 1.602 -0.93
C -2.497 0.665 0.623 0.69
C -2.563 0.953 -0.731 -0.51
C -3.047 -0.020 -1.590 -0.72
C -3.469 -1.245 -1.137 -0.41
C -3.379 -1.536 0.215 -0.58
C -2.906 -0.570 1.079 -0.02
H -0.033 -0.128 4.913 0.46
H 0.105 -1.508 3.753 0.25
H -1.482 -0.738 4.150 0.44
H -0.149 -0.151 1.896 0.22
H 0.728 2.396 3.205 0.20
H 1.485 0.961 3.911 0.30
H 1.383 1.115 0.721 -0.29
H 2.826 2.117 1.707 -0.30
H 2.364 -1.008 2.464 0.15
H 3.876 -0.058 2.387 0.19
H 2.395 -1.208 -0.019 0.23
H 3.880 -1.814 0.728 0.32
H 3.556 -0.454 -2.265 0.35
H -2.835 2.347 1.835 0.35
H -1.222 2.387 1.123 0.36
H -2.212 1.927 -1.064 0.32
H -3.089 0.235 -2.649 0.48
H -3.854 -1.993 -1.827 0.37
H -3.678 -2.512 0.590 0.39
H -2.831 -0.785 2.143 0.31
Br -0.173 -0.749 -2.931 -0.03
C 0.607 -0.982 -4.695 -0.56
C -0.186 -0.253 -5.746 -0.66
Br -1.827 -1.204 -6.195 -0.16
H 0.672 -2.051 -4.876 0.39
H 1.611 -0.566 -4.623 0.28
H 0.373 -0.196 -6.678 0.38
H -0.476 0.747 -5.438 0.38
```

maximum force	2.35	eV/A
charge	-1
lowest unoccupied orbital energy	2.2581	eV
E_HOMO	-4.737	eV


[2]
Computed, not measured: a structure of composition C11H18F5NO11S2Y in a non-equilibrium geometry, with wB97M-V/def2-TZVPD.

The geometry in XYZ format:
```
49
Properties=species:S:1:pos:R:3:lowdin_spin:R:1
Y -0.756 -1.562 2.317 0.00
C -0.559 -3.214 -0.659 0.00
O 0.609 -2.500 -0.279 0.00
O -1.398 -2.825 0.434 0.00
C -0.970 -2.830 -2.097 0.00
F -1.203 -1.547 -2.163 0.00
F -0.063 -3.214 -2.986 0.00
F -2.087 -3.527 -2.515 0.00
C 1.724 -2.502 -1.161 0.00
C 2.869 -1.937 -0.324 0.00
H 2.758 -0.931 0.080 0.00
H 3.151 -2.561 0.524 0.00
H 3.778 -1.814 -0.914 0.00
H 1.527 -1.945 -2.077 0.00
H 1.950 -3.531 -1.441 0.00
H -0.234 -4.253 -0.625 0.00
N 0.108 0.299 1.431 0.00
S 1.252 1.392 1.880 0.00
O 0.798 2.536 2.676 0.00
O 2.535 1.396 1.278 0.00
F 1.527 0.353 3.101 0.00
S -0.103 1.407 0.070 0.00
O 0.393 0.941 -1.206 0.00
O -0.267 2.843 0.280 0.00
F -1.696 0.976 -0.061 0.00
O -3.118 -0.902 1.960 0.00
C -4.238 -0.620 1.453 0.00
O -4.980 0.486 1.761 0.00
C -4.345 1.628 2.444 0.00
C -4.138 2.782 1.497 0.00
C -5.118 -1.565 0.648 0.00
H -3.442 1.413 3.017 0.00
H -4.970 1.935 3.283 0.00
H -3.628 3.646 1.923 0.00
H -5.078 3.181 1.117 0.00
H -3.581 2.564 0.586 0.00
H -4.709 -2.547 0.411 0.00
H -5.513 -1.045 -0.224 0.00
H -6.036 -1.721 1.215 0.00
C 5.374 1.136 -1.771 0.01
C 3.916 1.534 -1.916 0.01
O 3.725 2.845 -1.373 0.06
C 4.988 3.309 -1.104 0.07
O 5.342 4.460 -0.805 0.81
O 5.856 2.284 -1.250 0.03
H 5.694 0.932 -2.793 0.00
H 5.551 0.222 -1.204 0.00
H 3.109 0.960 -1.459 0.01
H 3.695 1.633 -2.978 0.00
```

maximum force	9.70	eV/A
⟨S²⟩	0.755
charge	+2
lowest unoccupied orbital energy (spin up / spin down)	-7.9868 / -12.2420	eV
2S+1	2
E_HOMO (spin up / spin down)	-15.646 / -15.646	eV


[3]
Computed, not measured: a structure of composition C35H25BrF6IrN3O3PS2Te, with wB97M-V/def2-TZVPD.

The geometry in XYZ format:
```
78
Properties=species:S:1:pos:R:3:lowdin_spin:R:1
Ir 1.087 -0.298 0.017 2.59
F 0.606 0.421 6.301 0.00
C 1.261 -0.694 5.964 0.01
F 1.003 -1.599 6.938 0.00
F 2.569 -0.432 6.033 0.01
C 0.844 -1.225 4.612 0.02
C 0.204 -2.443 4.568 0.00
C -0.208 -2.973 3.352 0.01
C 0.062 -2.240 2.228 0.01
N 0.679 -1.049 2.244 0.13
C 1.086 -0.501 3.414 0.04
S 1.871 1.040 3.437 0.34
H 0.033 -2.986 5.485 0.00
H -0.714 -3.926 3.282 0.00
H -0.199 -2.603 1.248 0.00
O 4.339 3.215 -4.618 0.00
C 3.724 2.373 -3.757 0.00
C 4.282 1.955 -2.561 0.00
C 3.543 1.127 -1.746 0.01
N 2.310 0.665 -2.050 0.08
C 1.828 1.064 -3.217 0.01
Br 0.139 0.405 -3.746 0.01
C 2.465 1.914 -4.100 0.00
H 5.194 3.479 -4.258 0.00
H 5.263 2.287 -2.240 0.00
H 3.937 0.823 -0.790 0.00
H 2.002 2.204 -5.031 0.00
F 4.441 -3.565 1.320 0.00
C 4.684 -2.375 0.770 0.00
F 5.285 -2.577 -0.417 0.00
F 5.530 -1.712 1.553 0.00
C 3.388 -1.583 0.535 0.01
O 3.396 -0.354 0.754 0.05
O 2.407 -2.215 0.088 0.10
N -0.616 -0.779 -0.574 0.50
P -2.154 -0.564 -0.810 0.15
C -2.630 1.162 -0.650 0.01
C -2.882 1.973 -1.755 0.00
C -3.066 3.340 -1.589 0.00
C -2.987 3.903 -0.324 0.00
C -2.714 3.106 0.782 0.00
C -2.524 1.743 0.620 0.01
C -3.162 -1.531 0.345 0.02
C -2.881 -2.898 0.432 0.00
C -3.644 -3.721 1.243 0.00
C -4.702 -3.188 1.971 0.00
C -5.002 -1.840 1.874 0.00
C -4.239 -1.010 1.057 0.00
C -2.713 -1.185 -2.404 0.02
C -3.976 -0.869 -2.905 0.00
C -4.424 -1.460 -4.077 0.00
C -3.620 -2.379 -4.743 0.00
C -2.370 -2.709 -4.237 0.00
C -1.913 -2.114 -3.068 0.00
H -2.929 1.543 -2.748 0.00
H -3.255 3.966 -2.453 0.00
H -3.121 4.971 -0.199 0.00
H -2.630 3.549 1.766 0.00
H -2.276 1.131 1.480 0.00
H -2.064 -3.317 -0.145 0.00
H -3.417 -4.778 1.307 0.00
H -5.300 -3.831 2.605 0.00
H -5.831 -1.427 2.435 0.00
H -4.490 0.039 0.983 0.00
H -4.615 -0.173 -2.376 0.00
H -5.401 -1.209 -4.470 0.00
H -3.973 -2.842 -5.656 0.00
H -1.746 -3.427 -4.755 0.00
H -0.932 -2.348 -2.672 0.00
Te 0.951 2.322 0.977 0.68
C 2.858 3.185 0.827 0.06
C 3.974 3.076 1.605 0.02
C 5.017 3.964 1.198 0.00
C 4.667 4.739 0.134 0.02
S 3.076 4.391 -0.377 0.03
H 4.076 2.372 2.419 0.00
H 5.982 4.015 1.685 0.00
H 5.257 5.489 -0.372 0.00
```

maximum force	0.58	eV/A
⟨S²⟩	8.771
relative energy (zero: lowest compared OMol25 entry of this formula, charge and spin)	56.2	kJ/mol
lowest unoccupied orbital energy (spin up / spin down)	0.1033 / -0.9908	eV
2S+1	6
E_HOMO (spin up / spin down)	-6.535 / -7.609	eV


[4]
Computed, not measured: an isolated molecule of C5H9NO, with wB97M-V/def2-TZVPD.

The geometry in XYZ format:
```
16
Properties=species:S:1:pos:R:3:mulliken_charge:R:1
C 0.980 -0.987 1.016 -1.69
C 0.040 -0.205 0.102 1.88
C -1.406 -0.194 0.654 -1.56
C 0.643 1.183 -0.217 -0.73
O 0.091 1.492 -1.505 -0.36
C -0.181 0.263 -2.008 -0.11
N -0.111 -0.763 -1.266 -0.73
H 0.561 -1.966 1.259 0.41
H 1.110 -0.444 1.964 0.35
H 1.970 -1.138 0.569 0.40
H -1.782 0.805 0.867 0.32
H -2.091 -0.645 -0.074 0.38
H -1.488 -0.778 1.570 0.39
H 0.404 2.000 0.464 0.31
H 1.735 1.106 -0.351 0.34
H -0.474 0.271 -3.045 0.41
```

maximum force	0.61	eV/A
SMILES	CC1(C)COC=N1
relative energy (zero: lowest compared OMol25 entry of this formula, charge and spin)	116.7	kJ/mol
lowest unoccupied orbital energy	0.9721	eV
E_HOMO	-9.625	eV


[5]
Computed, not measured: an isolated molecule of C5H13N2O2P in a non-equilibrium geometry, with wB97M-V/def2-TZVPD.

The geometry in XYZ format:
```
23
Properties=species:S:1:pos:R:3:mulliken_charge:R:1
C 0.661 -1.278 -1.055 0.15
C 1.644 0.360 1.936 -1.09
C -0.414 0.622 -2.360 -1.19
C 0.209 -0.275 1.879 -0.58
C 0.303 0.197 -1.032 0.35
N -0.458 -2.122 -1.083 -0.23
N -1.115 1.873 0.704 -0.57
O 1.816 -1.709 -1.147 -0.63
O -2.442 -0.729 0.335 -0.83
P -0.824 0.276 0.435 0.59
H 1.576 1.431 1.652 0.31
H 2.156 0.172 2.969 0.32
H 2.340 -0.027 1.200 0.29
H -0.329 1.851 -2.522 0.27
H 0.064 0.054 -3.185 0.38
H -1.490 0.554 -2.202 0.32
H -0.332 -0.254 2.856 0.49
H 0.548 -1.287 1.732 0.30
H 1.246 0.701 -0.991 0.37
H -1.370 -1.720 -0.669 0.24
H -0.560 -3.054 -1.191 0.16
H -1.447 2.014 1.651 0.28
H -1.782 2.348 0.088 0.31
```

maximum force	7.27	eV/A
SMILES	CC[P@](N)(=O)[C@H](C)C(N)=O
relative energy (zero: lowest compared OMol25 entry of this formula, charge and spin)	295.9	kJ/mol
lowest unoccupied orbital energy	0.5751	eV
E_HOMO	-9.311	eV


[6]
Computed, not measured: a cluster of 9 separate species, C15H17Cl25FN2 in total in a non-equilibrium geometry, with wB97M-V/def2-TZVPD.

The geometry in XYZ format:
```
60
Properties=species:S:1:pos:R:3:mulliken_charge:R:1
C -1.249 2.694 2.768 -1.49
C -1.525 1.830 1.509 1.05
Cl -3.290 1.770 1.239 -0.13
C -0.827 2.495 0.325 -1.43
C -0.921 1.649 -0.911 0.71
C -0.368 0.355 -0.946 -0.33
C -0.480 -0.330 -2.132 -0.53
C -1.116 0.316 -3.202 -0.57
N -1.678 1.499 -3.161 -1.09
N -1.531 2.076 -2.000 1.25
F -2.099 3.288 -1.952 -0.20
H -0.518 3.470 2.530 0.45
H -0.828 2.105 3.578 0.27
H -2.142 3.216 3.101 0.41
H -1.099 0.850 1.723 -0.09
H -1.125 3.529 0.186 0.44
H 0.236 2.516 0.586 0.44
H 0.112 -0.065 -0.074 0.69
H -0.091 -1.328 -2.274 0.52
H -1.183 -0.199 -4.151 0.49
C -2.782 -1.635 3.435 0.45
Cl -4.513 -1.535 3.183 -0.08
Cl -1.923 -1.468 1.888 -0.13
Cl -2.223 -0.411 4.583 -0.13
H -2.551 -2.610 3.844 -0.11
C 2.470 1.475 -5.025 -0.06
Cl 3.537 0.858 -3.763 -0.14
Cl 2.225 0.275 -6.283 -0.11
Cl 0.914 1.966 -4.329 0.01
H 2.935 2.347 -5.469 0.34
C -6.444 -0.113 6.884 -0.02
Cl -6.482 0.389 8.571 -0.12
Cl -4.915 0.338 6.124 -0.06
Cl -6.714 -1.853 6.741 -0.11
H -7.244 0.395 6.362 0.30
C -4.879 -5.208 4.484 0.03
Cl -3.610 -4.363 5.378 -0.04
Cl -4.754 -4.866 2.753 -0.12
Cl -4.799 -6.939 4.785 -0.12
H -5.837 -4.846 4.833 0.27
C 5.458 -2.469 -4.356 0.48
Cl 4.904 -4.022 -3.733 -0.13
Cl 6.938 -1.961 -3.535 -0.13
Cl 5.711 -2.547 -6.097 -0.11
H 4.691 -1.732 -4.158 -0.11
C 9.816 0.014 -5.065 0.44
Cl 10.751 1.112 -4.048 -0.12
Cl 9.362 0.796 -6.580 -0.13
Cl 10.711 -1.474 -5.370 -0.11
H 8.907 -0.240 -4.536 -0.07
C 0.258 6.216 -5.875 0.00
Cl -0.280 4.646 -5.250 -0.07
Cl 1.731 6.728 -5.053 -0.12
Cl 0.503 6.134 -7.614 -0.11
H -0.515 6.945 -5.673 0.31
C 0.184 -4.394 6.267 -0.09
Cl -0.445 -5.250 7.668 -0.10
Cl 0.109 -5.406 4.823 -0.11
Cl -0.701 -2.882 6.008 -0.05
H 1.221 -4.147 6.455 0.37
```

maximum force	1.73	eV/A
charge	+1
lowest unoccupied orbital energy	-4.9062	eV
E_HOMO	-12.317	eV


Which value of maximum force does entry 2 give?
9.70 eV/A